The following is a DFT calculation (the ωB97M-V functional and the def2-TZVPD basis) of the molecule C18H18F3N3O3 at a distorted geometry.

Geometry as ORCA input:
```
! RIJCOSX wB97M-V def2-TZVPD def2/J DEFGRID3
* xyz 0 1
O 1.10 0.15 -1.39
C 1.61 -0.52 -0.70
N 2.51 -1.39 -1.10
C 2.82 -1.61 -2.81
C 2.67 -3.13 -3.00
C 2.49 -3.66 -4.27
C 2.17 -5.09 -4.05
O 2.07 -5.26 -2.75
N 2.60 -4.04 -2.04
C 1.39 -0.74 0.67
C 0.98 -2.20 1.10
C -0.17 -2.15 2.15
C -1.23 -1.35 1.32
O -2.60 -1.76 1.19
N -0.80 -0.02 0.82
C -1.81 0.73 0.06
C -2.08 2.03 0.63
C -3.16 1.77 1.94
C -3.27 2.92 2.57
C -2.85 4.26 2.23
C -2.14 4.24 1.15
C -1.40 5.67 0.60
F -1.47 5.84 -0.67
F -2.16 6.60 1.46
F -0.29 5.71 0.93
C -1.74 3.14 0.28
C 0.56 0.28 1.23
H 3.01 -2.11 -0.60
H 2.17 -0.94 -3.33
H 3.85 -1.48 -2.80
H 2.54 -3.38 -5.07
H 2.00 -6.03 -4.66
H 2.38 -0.60 1.21
H 0.92 -2.88 0.42
H 1.80 -2.72 1.84
H -0.47 -3.18 2.38
H -0.31 -1.73 2.95
H -2.50 0.19 -0.13
H -1.01 0.78 -0.73
H -3.38 0.70 2.23
H -4.08 2.84 3.42
H -3.00 5.10 2.93
H -1.02 3.27 -0.40
H 0.59 0.45 2.23
H 0.72 1.28 0.56
*
```

Calculated values
HOMO energy = -0.3162 hartree
orbital gap = 9.06 eV
SMILES = O=C(NCc1ccon1)[C@@H]1CCC(=O)N(Cc2cccc(C(F)(F)F)c2)C1
relative energy (zero: lowest compared OMol25 entry of this formula, charge and spin) = 1590.8 kJ/mol

natural (NBO) atomic charge list, values in e, 4 entries: number 1, O, carries -0.578; number 2, C, carries 0.662; number 3, N, carries -0.633; number 4, C, carries -0.221

The following is a DFT calculation (the ωB97M-V functional and the def2-TZVPD basis) of a structure of composition C18H18IIrN3O3SSbSe4 at a distorted geometry.

Geometry as ORCA input:
```
! RIJCOSX wB97M-V def2-TZVPD def2/J DEFGRID3
* xyz -1 2
Ir 0.55 -1.07 -0.05
C -1.32 -0.69 -4.24
C -2.25 -0.41 -3.10
N -3.51 -0.18 -3.34
C -4.31 0.16 -2.30
C -3.91 0.19 -1.00
C -4.85 0.70 0.06
O -4.33 1.82 0.76
C -2.56 -0.15 -0.70
C -2.17 -0.20 0.67
N -1.00 -0.50 1.15
C -0.79 -0.31 2.55
C -1.51 0.65 3.26
C -1.30 0.82 4.62
C -0.36 0.05 5.29
C 0.40 -0.87 4.59
C 0.18 -1.03 3.23
I 1.42 -2.29 2.12
C -1.69 -0.37 -1.77
O -0.40 -0.51 -1.70
H -1.91 -0.98 -5.12
H -0.60 -1.46 -3.99
H -0.75 0.21 -4.47
H -5.33 0.44 -2.57
H -5.07 -0.06 0.81
H -5.80 0.96 -0.42
H -3.84 2.36 0.13
H -2.94 0.04 1.39
H -2.21 1.29 2.74
H -1.86 1.57 5.15
H -0.18 0.20 6.35
H 1.17 -1.44 5.08
Se 1.96 4.35 -1.41
Sb 0.66 2.26 -2.08
Se 1.14 1.25 0.23
Se 1.99 1.27 -3.80
Se -1.66 2.90 -2.23
S 3.42 -3.67 -2.78
C 2.52 -2.64 -1.92
N 1.89 -1.89 -1.28
C 4.98 0.98 -0.32
C 4.73 -0.25 0.50
C 5.46 -1.51 0.11
O 3.94 -0.25 1.42
H 6.05 1.18 -0.40
H 4.45 1.83 0.11
H 4.59 0.81 -1.33
H 6.41 -1.29 -0.39
H 4.85 -2.07 -0.61
H 5.63 -2.14 0.98
*
```

Calculated values
HOMO energy (alpha / beta) = -0.1499 / -0.1620 hartree
orbital gap (alpha / beta) = 4.30 / 3.99 eV
relative energy (zero: lowest compared OMol25 entry of this formula, charge and spin) = 223.3 kJ/mol

natural (NBO) atomic charge list, values in e, 4 entries: number 1, Ir, carries 0.703; number 2, C, carries -0.665; number 3, C, carries 0.225; number 4, N, carries -0.399